[1]
Molecular formula: C23H24N6O5S
Method: DFT, ωB97M-V/def2-TZVPD

Element x y z (Å)
1 C -4.53 -0.62 -0.54
2 C -3.70 -1.79 -0.02
3 C -2.88 -1.39 1.21
4 C -1.81 -2.43 1.56
5 N -0.70 -2.42 0.62
6 C -0.35 -3.59 0.02
7 O -1.05 -4.58 0.05
8 C 0.97 -3.59 -0.74
9 S 0.81 -2.67 -2.32
10 C 1.83 -1.31 -2.05
11 N 1.77 -0.18 -2.70
12 N 2.75 0.60 -2.22
13 C 3.36 -0.07 -1.29
14 C 4.43 0.40 -0.46
15 C 5.11 1.59 -0.50
16 C 6.02 1.54 0.57
17 C 5.84 0.33 1.17
18 O 4.88 -0.37 0.56
19 O 2.82 -1.31 -1.13
20 C 0.18 -1.31 0.73
21 C 0.02 -0.19 -0.06
22 N -0.91 -0.14 -1.04
23 N 0.78 0.93 0.16
24 C 0.51 2.17 -0.56
25 C -0.93 2.60 -0.40
26 C -1.66 3.05 -1.49
27 C -2.98 3.43 -1.33
28 C -3.59 3.34 -0.09
29 C -2.86 2.90 1.00
30 C -1.54 2.53 0.85
31 C 1.77 0.98 1.14
32 O 2.44 1.96 1.33
33 N 1.94 -0.18 1.84
34 C 1.20 -1.36 1.75
35 O 1.46 -2.30 2.46
36 H -5.22 -0.28 0.23
37 H -5.10 -0.92 -1.41
38 H -3.88 0.21 -0.81
39 H -4.35 -2.62 0.24
40 H -3.03 -2.15 -0.81
41 H -3.55 -1.30 2.07
42 H -2.42 -0.42 1.05
43 H -1.41 -2.23 2.56
44 H -2.23 -3.43 1.54
45 H 1.78 -3.16 -0.16
46 H 1.20 -4.62 -1.01
47 H 4.95 2.38 -1.20
48 H 6.72 2.30 0.85
49 H 6.31 -0.13 2.02
50 H -0.79 0.51 -1.80
51 H -1.35 -1.02 -1.27
52 H 1.18 2.91 -0.13
53 H 0.77 2.04 -1.62
54 H -1.19 3.11 -2.46
55 H -3.54 3.78 -2.19
56 H -4.62 3.63 0.03
57 H -3.33 2.83 1.97
58 H -0.97 2.19 1.70
59 H 2.68 -0.17 2.54

- Electronic energy: -1993.838896 Eh
- SMILES: CCCCN(C(=O)CSc1nnc(-c2ccco2)o1)c1c(N)n(Cc2ccccc2)c(=O)[nH]c1=O
- M: 496.549 g mol⁻¹

Results of the Löwdin charge analysis, in e, for atoms 1 through 4: atom 1 (C): -0.10, atom 2 (C): -0.26, atom 3 (C): -0.18, atom 4 (C): -0.12

=====

[2]
Molecular formula: C5H25NO8
Method: DFT, ωB97M-V/def2-TZVPD

Element x y z (Å)
1 C 2.09 -1.95 1.41
2 N 1.20 -1.38 0.45
3 C 1.54 -0.02 0.01
4 C 0.22 0.76 -0.28
5 C -0.56 1.18 0.97
6 C 0.17 2.29 1.58
7 O 0.95 2.23 2.50
8 H 2.20 -3.08 1.33
9 H 3.15 -1.53 1.36
10 H 1.76 -1.84 2.48
11 H 0.31 -1.46 0.92
12 H 2.10 -0.17 -0.94
13 H 2.09 0.63 0.68
14 H 0.51 1.52 -1.03
15 H -0.41 0.08 -0.91
16 H -0.72 0.32 1.62
17 H -1.59 1.48 0.72
18 H 0.08 3.28 1.07
19 O 1.31 5.10 0.64
20 H 1.30 6.06 0.54
21 H 2.15 4.92 1.06
22 O -0.85 2.36 -3.78
23 H -1.05 2.71 -2.91
24 H -1.18 1.45 -3.77
25 O -0.66 -0.45 -3.54
26 H 0.26 -0.43 -3.24
27 H -0.78 -0.82 -4.42
28 O -2.36 -1.78 -1.90
29 H -1.92 -2.64 -2.04
30 H -1.95 -1.21 -2.58
31 O 0.38 -3.13 -1.74
32 H 0.94 -3.90 -1.56
33 H 0.76 -2.53 -1.05
34 O -0.93 -2.18 4.18
35 H -1.52 -2.16 3.41
36 H -1.00 -1.23 4.36
37 O -1.64 -2.04 0.96
38 H -1.99 -1.82 0.08
39 H -1.92 -2.90 1.28

- Energy above the lowest of the compared OMol25 structures with the same formula, charge and spin: 56.73 kcal/mol
- SMILES: CNCCCC=O.O.O.O.O.O.O.O
- M: 227.254 g mol⁻¹

Results of the Löwdin charge analysis, in e, for atoms 1 through 4: atom 1 (C): -0.14, atom 2 (N): -0.15, atom 3 (C): -0.20, atom 4 (C): -0.17

=====

[3]
Molecular formula: Br3Cu
Method: DFT, ωB97M-V/def2-TZVPD

Element x y z (Å)
1 Cu 0.09 -0.66 -0.07
2 Br -0.84 0.00 -2.68
3 Br -1.87 0.91 1.34
4 Br 2.62 -0.25 1.42

- Energy above the lowest of the compared OMol25 structures with the same formula, charge and spin: 7.16 kcal/mol
- Spin multiplicity: 2
- M: 303.258 g mol⁻¹
- Net charge: -1

For reference, the Löwdin charges in units of e are: atom 1 (Cu): 0.02, atom 2 (Br): -0.35, atom 3 (Br): -0.18, atom 4 (Br): -0.49

=====

[4]
Molecular formula: C29H26O4S
Method: DFT, ωB97M-V/def2-TZVPD

Element x y z (Å)
1 C 5.55 1.41 2.47
2 O 5.26 0.02 2.74
3 C 3.97 -0.41 2.67
4 C 3.71 -1.72 3.12
5 C 2.43 -2.06 3.48
6 C 1.37 -1.13 3.36
7 C 0.06 -1.43 4.10
8 C -1.14 -0.66 3.54
9 C -1.19 0.75 3.52
10 C -2.27 1.43 2.99
11 C -3.39 0.67 2.63
12 C -3.35 -0.75 2.59
13 C -2.22 -1.40 3.08
14 C -4.70 -1.25 2.24
15 C -5.55 0.02 2.26
16 O -4.65 1.17 2.47
17 C 0.18 -1.25 5.60
18 C 1.36 -1.95 6.27
19 C 2.60 -1.30 6.32
20 C 3.76 -2.00 6.64
21 C 3.68 -3.33 7.06
22 C 2.42 -3.93 7.18
23 C 1.27 -3.26 6.75
24 S -1.37 -1.76 6.61
25 O -0.97 -2.18 7.93
26 O -2.17 -2.62 5.76
27 C -2.34 -0.26 6.98
28 C -2.30 0.31 8.25
29 C -3.02 1.48 8.50
30 C -3.79 2.06 7.49
31 C -3.88 1.45 6.24
32 C -3.20 0.26 6.01
33 C 1.61 0.02 2.59
34 C 2.90 0.40 2.26
35 H 6.63 1.48 2.65
36 H 5.32 1.67 1.43
37 H 5.01 2.07 3.16
38 H 4.55 -2.39 3.31
39 H 2.23 -3.03 3.92
40 H -0.14 -2.49 3.93
41 H -0.33 1.32 3.91
42 H -2.31 2.51 2.90
43 H -2.22 -2.49 3.13
44 H -4.71 -1.71 1.25
45 H -5.06 -2.01 2.96
46 H -6.27 0.01 3.09
47 H -6.08 0.19 1.32
48 H 0.18 -0.18 5.86
49 H 2.65 -0.25 6.03
50 H 4.73 -1.51 6.53
51 H 4.58 -3.89 7.29
52 H 2.32 -4.94 7.60
53 H 0.33 -3.81 6.78
54 H -1.70 -0.17 9.02
55 H -2.97 1.93 9.49
56 H -4.33 2.99 7.68
57 H -4.47 1.89 5.44
58 H -3.29 -0.26 5.05
59 H 0.79 0.65 2.27
60 H 3.07 1.35 1.74

- Energy above the lowest of the compared OMol25 structures with the same formula, charge and spin: 0.00 kcal/mol
- SMILES: COc1ccc([C@H](c2ccc3c(c2)CCO3)[C@H](c2ccccc2)S(=O)(=O)c2ccccc2)cc1
- M: 470.590 g mol⁻¹

Results of the Löwdin charge analysis, in e, for atoms 1 through 4: atom 1 (C): -0.07, atom 2 (O): -0.09, atom 3 (C): -0.28, atom 4 (C): 0.00

=====

[5]
Molecular formula: C52H50MgO3PS3Se2Te
Method: DFT, ωB97M-V/def2-TZVPD

Element x y z (Å)
1 Mg 1.11 -0.52 0.67
2 Se 3.21 -0.21 1.92
3 P 2.88 -1.28 5.49
4 Se 1.93 0.03 3.88
5 C 2.11 -2.93 5.29
6 C 0.72 -2.99 5.17
7 C 0.04 -4.20 5.18
8 C 0.75 -5.38 5.33
9 C 2.13 -5.34 5.48
10 C 2.80 -4.13 5.47
11 C 4.57 -1.43 4.80
12 C 5.47 -0.45 5.24
13 C 6.76 -0.41 4.75
14 C 7.18 -1.35 3.82
15 C 6.29 -2.32 3.37
16 C 4.99 -2.35 3.85
17 H 0.15 -2.07 5.05
18 H -1.04 -4.21 5.10
19 H 0.23 -6.33 5.35
20 H 2.69 -6.26 5.62
21 H 3.87 -4.12 5.64
22 H 5.14 0.28 5.98
23 H 7.44 0.35 5.10
24 H 8.19 -1.32 3.44
25 H 6.61 -3.05 2.64
26 H 4.30 -3.09 3.47
27 C -6.28 3.65 1.36
28 C -5.03 2.93 0.93
29 C -4.02 2.64 1.84
30 C -2.86 1.98 1.45
31 C -2.73 1.60 0.12
32 C -3.73 1.86 -0.81
33 C -4.87 2.53 -0.40
34 S -1.27 0.75 -0.42
35 O -0.40 0.72 0.84
36 C -0.69 2.09 -1.48
37 C -0.71 3.34 -0.81
38 C -0.89 4.50 -1.50
39 C -1.27 4.42 -2.86
40 C -1.77 5.56 -3.54
41 C -2.23 5.46 -4.82
42 C -2.21 4.21 -5.47
43 C -1.67 3.11 -4.86
44 C -1.16 3.19 -3.54
45 C -0.63 2.01 -2.87
46 C 0.02 1.01 -3.80
47 C 0.71 1.61 -4.93
48 C 1.23 2.94 -4.87
49 C 1.86 3.50 -5.94
50 C 1.99 2.79 -7.16
51 C 1.56 1.50 -7.22
52 C 0.97 0.87 -6.10
53 C 0.72 -0.52 -6.11
54 C 0.39 -1.13 -4.94
55 C 0.07 -0.38 -3.78
56 S 0.13 -1.45 -2.38
57 O 0.75 -0.60 -1.29
58 C -1.59 -1.81 -2.07
59 C -2.63 -1.16 -2.71
60 C -3.93 -1.54 -2.44
61 C -4.21 -2.55 -1.52
62 C -5.62 -2.95 -1.21
63 C -3.14 -3.20 -0.89
64 C -1.84 -2.83 -1.17
65 H -6.16 4.08 2.35
66 H -7.13 2.97 1.39
67 H -6.53 4.45 0.66
68 H -4.13 2.94 2.87
69 H -2.07 1.77 2.15
70 H -3.62 1.57 -1.84
71 H -5.65 2.75 -1.12
72 H -0.59 3.33 0.27
73 H -0.86 5.45 -0.99
74 H -1.80 6.50 -3.01
75 H -2.63 6.33 -5.33
76 H -2.63 4.12 -6.47
77 H -1.66 2.17 -5.39
78 H 1.17 3.50 -3.95
79 H 2.27 4.49 -5.86
80 H 2.45 3.26 -8.01
81 H 1.71 0.91 -8.12
82 H 0.91 -1.10 -7.01
83 H 0.38 -2.21 -4.87
84 H -2.43 -0.38 -3.43
85 H -4.75 -1.04 -2.94
86 H -6.33 -2.47 -1.89
87 H -5.89 -2.65 -0.19
88 H -5.75 -4.03 -1.28
89 H -3.34 -3.99 -0.19
90 H -1.01 -3.33 -0.67
91 O 0.65 -2.41 0.99
92 S 1.50 -3.36 1.85
93 C 0.79 -4.99 1.53
94 C 1.49 -5.56 0.31
95 C 2.96 -5.22 0.53
96 C 2.98 -3.73 0.85
97 H -0.29 -4.84 1.45
98 H 0.99 -5.58 2.43
99 H 1.12 -5.08 -0.60
100 H 1.31 -6.63 0.21
101 H 3.58 -5.44 -0.34
102 H 3.35 -5.79 1.38
103 H 2.86 -3.11 -0.04
104 H 3.86 -3.38 1.39
105 C 1.16 5.79 2.86
106 Te 1.58 3.70 2.70
107 C 0.03 3.13 4.07
108 H 2.04 6.34 2.53
109 H 0.97 6.03 3.90
110 H 0.30 6.07 2.25
111 H -0.71 3.92 4.09
112 H 0.45 2.99 5.06
113 H -0.42 2.20 3.73

- Energy above the lowest of the compared OMol25 structures with the same formula, charge and spin: 76.07 kcal/mol
- M: 1159.969 g mol⁻¹
- Net charge: +1

Results of the Löwdin charge analysis, in e, for atoms 1 through 4: atom 1 (Mg): 0.26, atom 2 (Se): 0.17, atom 3 (P): 0.77, atom 4 (Se): 0.18

=====

[6]
Molecular formula: FeN4O12Pb
Method: DFT, ωB97M-V/def2-TZVPD

Element x y z (Å)
1 Fe -2.99 -0.69 -0.99
2 Pb 1.85 -1.14 1.61
3 N 4.73 -0.42 -0.77
4 O 5.49 0.51 -0.72
5 O 5.02 -1.66 -0.88
6 O 3.47 -0.25 -0.71
7 N 0.13 -0.24 -1.15
8 O 0.58 0.15 -0.04
9 O 0.74 -0.88 -1.99
10 O -1.02 0.19 -1.39
11 N -3.06 2.51 -0.17
12 O -3.41 1.28 -0.36
13 O -2.00 2.99 -0.54
14 O -3.90 3.16 0.44
15 N -1.42 -1.34 1.91
16 O -1.90 -1.26 3.02
17 O -0.34 -2.04 1.85
18 O -1.96 -0.86 0.88

- Electronic energy: -2577.837033 Eh
- Spin multiplicity: 5
- M: 511.061 g mol⁻¹

Results of the Löwdin charge analysis, in e, for atoms 1 through 4: atom 1 (Fe): 1.23, atom 2 (Pb): 1.72, atom 3 (N): -0.61, atom 4 (O): 0.04

=====

[7]
Molecular formula: C31H31BF3IN2O3
Method: DFT, ωB97M-V/def2-TZVPD

Element x y z (Å)
1 C 3.40 0.13 4.23
2 B 3.66 0.23 2.64
3 O 4.65 1.07 2.10
4 C 2.81 -0.60 1.54
5 C 1.47 -0.41 1.33
6 C 0.77 0.71 2.18
7 C -0.76 0.88 1.95
8 C -1.65 0.35 2.98
9 C -3.11 0.47 2.92
10 C -3.73 1.16 1.79
11 C -2.84 1.68 0.75
12 C -1.39 1.55 0.82
13 C -0.50 2.15 -0.34
14 C 0.78 -1.27 0.24
15 O -0.16 -0.91 -0.43
16 C 1.39 -2.68 -0.04
17 C 0.64 -3.83 -0.54
18 C -0.88 -3.74 -0.85
19 C -1.42 -4.95 -1.75
20 C -1.80 -6.23 -0.91
21 I -3.96 -6.24 -0.67
22 C 1.36 -5.10 -0.78
23 C 2.81 -5.24 -0.56
24 C 3.55 -6.58 -0.86
25 F 2.85 -7.34 -1.77
26 F 4.74 -6.25 -1.51
27 F 3.90 -7.28 0.25
28 C 3.56 -4.11 -0.05
29 C 2.84 -2.87 0.19
30 C 3.63 -1.65 0.72
31 O 4.82 -1.53 0.51
32 H 2.48 -0.50 4.41
33 H 3.19 1.14 4.69
34 H 4.30 -0.27 4.78
35 H 5.34 1.21 2.77
36 H 1.26 1.69 1.89
37 H 0.91 0.54 3.28
38 H -1.27 -0.17 3.90
39 H -3.77 0.08 3.74
40 H -4.83 1.32 1.68
41 H -3.26 2.23 -0.13
42 H -0.39 1.41 -1.18
43 H -1.06 3.02 -0.77
44 H 0.49 2.42 0.10
45 H -1.48 -3.77 0.11
46 H -1.17 -2.82 -1.41
47 H -2.27 -4.55 -2.37
48 H -0.65 -5.28 -2.51
49 H -1.54 -7.13 -1.54
50 H -1.24 -6.34 0.05
51 H 0.85 -6.02 -1.15
52 H 4.64 -4.14 0.17
53 C 3.55 4.34 -2.80
54 C 2.82 5.08 -3.76
55 C 1.67 4.38 -4.02
56 N 1.68 3.25 -3.25
57 C 2.83 3.22 -2.50
58 H 4.51 4.60 -2.37
59 H 3.10 6.01 -4.21
60 H 0.84 4.59 -4.68
61 H 0.96 2.55 -3.24
62 H 3.02 2.40 -1.82
63 C -6.51 5.70 -1.20
64 C -5.36 6.45 -0.84
65 C -4.70 5.73 0.12
66 N -5.41 4.59 0.36
67 C -6.51 4.56 -0.45
68 H -7.26 5.98 -1.93
69 H -5.06 7.40 -1.24
70 H -3.78 5.94 0.65
71 H -5.15 3.87 1.02
72 H -7.20 3.73 -0.41

- Electronic energy: -2157.213325 Eh
- SMILES: CB(O)C1=C(Cc2ccccc2C)C(=O)c2c(CCCI)cc(C(F)(F)F)cc2C1=O.c1cc[nH]c1.c1cc[nH]c1
- M: 674.310 g mol⁻¹

Results of the Löwdin charge analysis, in e, for atoms 1 through 4: atom 1 (C): -0.02, atom 2 (B): -0.40, atom 3 (O): 0.12, atom 4 (C): 0.03

=====

[8]
Molecular formula: CH6IN4
Method: DFT, ωB97M-V/def2-TZVPD

Element x y z (Å)
1 C 0.26 -1.30 0.18
2 N 0.78 -0.17 0.49
3 N 0.81 0.87 1.12
4 N 1.69 1.77 0.91
5 N -0.42 -1.57 -0.99
6 I -2.58 0.99 0.11
7 H 0.64 -2.13 0.82
8 H 2.35 1.88 0.06
9 H 1.41 2.67 1.26
10 H -0.66 -0.84 -1.74
11 H -3.57 0.36 -0.94
12 H -0.71 -2.53 -1.29

- Energy above the lowest of the compared OMol25 structures with the same formula, charge and spin: 27.01 kcal/mol
- M: 200.991 g mol⁻¹
- Net charge: +1

Results of the Löwdin charge analysis, in e, for atoms 1 through 4: atom 1 (C): -0.16, atom 2 (N): 0.05, atom 3 (N): -0.01, atom 4 (N): 0.12

=====

[9]
Molecular formula: C4H3F4I
Method: DFT, ωB97M-V/def2-TZVPD

Element x y z (Å)
1 C 0.80 1.79 -2.33
2 C 1.39 2.80 -2.94
3 C 0.35 -0.06 0.24
4 C 0.70 1.30 0.18
5 F 0.00 0.79 -2.83
6 F 1.23 3.10 -4.26
7 F 1.71 1.81 0.71
8 F -0.36 2.11 0.30
9 I 2.95 3.84 -1.97
10 H -0.03 -0.51 1.27
11 H 1.22 -0.62 -0.12
12 H -0.51 -0.15 -0.42

- Energy above the lowest of the compared OMol25 structures with the same formula, charge and spin: 91.85 kcal/mol
- M: 253.964 g mol⁻¹

Results of the Löwdin charge analysis, in e, for atoms 1 through 4: atom 1 (C): -0.16, atom 2 (C): -0.81, atom 3 (C): -0.02, atom 4 (C): -0.48

=====

[10]
Molecular formula: C5H13NOS
Method: DFT, ωB97M-V/def2-TZVPD

Element x y z (Å)
1 C -0.19 0.57 1.75
2 C -0.85 1.97 1.19
3 O -1.28 1.88 -0.17
4 C 1.11 0.17 1.09
5 N 1.21 -0.06 -0.38
6 C 0.72 -1.51 -0.77
7 C 0.03 -1.50 -2.16
8 S -0.93 -0.03 -2.80
9 H -0.08 0.63 2.85
10 H -1.05 -0.08 1.58
11 H -0.04 2.68 1.29
12 H -1.65 2.23 1.92
13 H -1.25 1.02 -0.85
14 H 1.31 -0.78 1.63
15 H 1.88 0.82 1.51
16 H 0.57 0.54 -0.93
17 H 0.16 -1.98 0.06
18 H 1.66 -2.15 -0.95
19 H 0.91 -1.51 -2.90
20 H -0.46 -2.42 -2.30
21 H -1.78 -0.48 -0.67

- Energy above the lowest of the compared OMol25 structures with the same formula, charge and spin: 149.17 kcal/mol
- M: 135.232 g mol⁻¹

Results of the Löwdin charge analysis, in e, for atoms 1 through 4: atom 1 (C): -0.18, atom 2 (C): -0.24, atom 3 (O): -0.22, atom 4 (C): -0.26

=====

[11]
Molecular formula: CH5OPS2
Method: DFT, ωB97M-V/def2-TZVPD

Element x y z (Å)
1 P -0.43 1.16 0.97
2 O -0.39 0.79 -0.69
3 C 0.59 -0.05 -1.15
4 S 0.01 -2.02 -0.85
5 S -0.39 -1.90 1.12
6 H -1.68 0.72 1.33
7 H -0.81 2.38 0.62
8 H 1.60 0.21 -0.62
9 H 0.66 0.11 -2.31
10 H 0.82 -1.39 1.58

- Energy above the lowest of the compared OMol25 structures with the same formula, charge and spin: 71.47 kcal/mol
- SMILES: POCSS
- M: 128.158 g mol⁻¹

Results of the Löwdin charge analysis, in e, for atoms 1 through 4: atom 1 (P): 0.79, atom 2 (O): -0.57, atom 3 (C): -0.53, atom 4 (S): 0.29

=====

[12]
Molecular formula: C7H28F2N15O11S2
Method: DFT, ωB97M-V/def2-TZVPD

Element x y z (Å)
1 N -2.01 -2.58 -0.79
2 S -1.76 -2.05 -2.13
3 O -1.67 -3.09 -3.12
4 O -1.10 -0.76 -2.24
5 F -3.34 -1.53 -2.33
6 S -0.32 -2.61 -0.50
7 O 0.25 -1.48 0.26
8 O 0.59 -3.37 -1.34
9 F -0.39 -3.63 0.79
10 C 4.19 -4.26 4.90
11 O 4.09 -5.41 5.30
12 N 4.26 -3.74 3.70
13 N 3.91 -3.30 5.71
14 H 4.12 -2.74 3.64
15 H 4.27 -4.34 2.89
16 H 4.18 -2.35 5.50
17 H 3.61 -3.51 6.65
18 C 6.31 0.84 0.03
19 O 6.29 0.40 1.18
20 N 6.93 1.90 -0.46
21 N 6.05 0.04 -0.93
22 H 6.68 2.21 -1.39
23 H 7.30 2.62 0.14
24 H 6.35 0.43 -1.81
25 H 6.10 -0.96 -0.77
26 C -4.16 1.32 2.71
27 O -4.61 2.17 3.35
28 N -2.92 1.14 2.39
29 N -4.83 0.41 2.07
30 H -2.70 0.76 1.49
31 H -2.26 1.82 2.73
32 H -4.42 -0.28 1.46
33 H -5.81 0.24 2.24
34 C 2.52 4.19 3.67
35 O 1.77 4.54 2.82
36 N 2.37 2.96 4.19
37 N 3.43 4.79 4.34
38 H 2.90 2.78 5.04
39 H 1.92 2.26 3.63
40 H 3.91 4.53 5.19
41 H 3.47 5.75 4.01
42 C 2.01 1.82 -6.03
43 O 1.49 1.15 -6.88
44 N 2.52 1.30 -4.94
45 N 1.91 3.12 -5.96
46 H 2.93 1.96 -4.29
47 H 2.87 0.36 -4.82
48 H 1.47 3.50 -6.78
49 H 2.73 3.51 -5.52
50 C -5.43 4.15 -4.84
51 O -6.37 4.53 -5.55
52 N -4.20 3.84 -5.27
53 N -5.53 4.19 -3.53
54 H -3.49 3.61 -4.59
55 H -4.01 3.93 -6.26
56 H -4.67 3.90 -3.10
57 H -6.41 4.38 -3.07
58 C -5.79 -6.09 1.12
59 O -6.48 -7.03 1.46
60 N -4.79 -5.59 1.74
61 N -5.80 -5.42 0.00
62 H -4.41 -6.04 2.56
63 H -4.48 -4.78 1.23
64 H -6.47 -5.67 -0.72
65 H -5.07 -4.75 -0.17

- Energy above the lowest of the compared OMol25 structures with the same formula, charge and spin: 189.13 kcal/mol
- M: 600.525 g mol⁻¹
- Net charge: -1

Results of the Löwdin charge analysis, in e, for atoms 1 through 4: atom 1 (N): -0.26, atom 2 (S): 0.35, atom 3 (O): -0.28, atom 4 (O): -0.30